(1)
ORCA calculation (the ωB97M-V functional and the def2-TZVPD basis) on a structure of composition C10H18N9O2Sr at a distorted geometry.

Values from the calculation:
Net charge: +1
HOMO energy, hartree: -0.3866
HOMO-LUMO gap, eV: 8.12
Electronic energy, eV: -29003.0485

Geometry as XYZ:
```
40
Properties=species:S:1:pos:R:3:lowdin_charge:R:1
Sr -1.10940 -0.68975 -0.29895 1.582
C 2.46820 2.77567 1.26217 -0.036
N 2.89052 1.49439 0.71016 -0.151
C 4.32663 1.25178 0.62689 -0.036
C 1.93873 0.61744 0.30782 -0.425
N 0.69412 0.89785 0.09976 0.011
N 2.44135 -0.69021 0.18649 0.142
C 1.92489 -1.83365 -0.43562 -0.537
N 2.64839 -2.94312 -0.09380 0.164
N 0.95577 -1.79517 -1.27558 0.009
H 3.24172 3.14811 1.92999 0.097
H 1.55808 2.65422 1.84719 0.096
H 2.30221 3.53074 0.48865 0.101
H 4.73863 0.86978 1.56463 0.100
H 4.82597 2.19066 0.39808 0.097
H 4.55841 0.56520 -0.18280 0.093
H 0.57711 1.90173 0.16677 0.054
H 3.25493 -0.86402 0.74610 0.125
H 3.12848 -2.96357 0.79064 0.110
H 2.24895 -3.82653 -0.35887 0.111
H 0.81922 -2.73464 -1.64126 0.068
N -4.08122 0.72232 2.77007 0.198
C -3.05655 0.08251 2.20588 -0.527
O -2.93935 0.04996 0.94086 -0.232
C -2.07592 -0.55828 3.04614 -0.194
C -2.15357 -0.44602 4.46769 -0.239
N -2.22833 -0.27645 5.60664 0.142
C -1.08978 -1.38171 2.41800 -0.233
N -0.37083 -1.99093 1.73497 0.046
H -4.77479 1.13354 2.17229 0.122
H -4.23324 0.70945 3.76560 0.112
C -3.42491 -0.90414 -3.88993 0.021
C -2.23496 -0.05593 -3.56157 -0.540
N -1.74024 0.73294 -4.50742 0.210
O -1.73535 -0.09017 -2.42151 -0.208
H -3.64227 -0.95841 -4.95513 0.088
H -4.29202 -0.48539 -3.37723 0.105
H -3.26343 -1.91140 -3.51372 0.095
H -2.14509 0.74520 -5.42651 0.123
H -0.95107 1.32600 -4.31356 0.132
```

(2)
ORCA calculation (the ωB97M-V functional and the def2-TZVPD basis) on a cluster of 2 separate species, C10H18O2Si in total at a distorted geometry.

Values from the calculation:
Net charge: 0
HOMO energy (spin up / spin down), hartree: -0.2702 / -0.2703
HOMO-LUMO gap (spin up / spin down), eV: 7.46 / 7.46
Electronic energy, eV: -22630.0027

Geometry as XYZ:
```
31
Properties=species:S:1:pos:R:3:lowdin_charge:R:1
C -3.95601 2.65596 -0.10728 0.025
C -3.44330 1.57178 -0.68665 -0.200
C -3.56263 0.29128 -0.04107 -0.296
C 2.04120 1.72270 -0.02697 -0.182
C 3.20394 0.75337 0.32015 -0.184
C 0.62868 1.08301 0.41897 -0.182
C 2.85122 -0.61415 -0.26642 -0.209
C 0.49472 -0.23034 -0.25972 -0.465
C -1.20162 -2.55484 -1.32574 -0.222
C -1.38340 -2.01678 1.80753 -0.185
O -4.42949 -0.30782 0.52572 0.037
O 1.57286 -1.10224 0.12801 -0.167
Si -1.14116 -1.19297 0.06183 0.871
H -3.77420 3.72047 -0.28958 0.065
H -4.79163 2.51992 0.63825 0.090
H -2.65944 1.70583 -1.45595 0.100
H 2.26389 2.65949 0.66030 0.130
H 2.15729 2.10049 -1.06199 0.107
H 4.09019 1.01265 -0.30416 0.118
H 3.35932 0.77179 1.42496 0.122
H 0.64833 0.83907 1.57210 0.158
H -0.07125 1.83514 0.26742 0.067
H 2.85263 -0.42966 -1.30095 0.107
H 3.43619 -1.36795 0.07724 0.095
H 0.66264 -0.12118 -1.30105 0.097
H -1.19323 -3.64064 -0.92727 0.048
H -2.06474 -2.41912 -2.00870 0.015
H -0.25732 -2.68203 -1.86738 0.012
H -0.83944 -1.89094 2.67196 -0.019
H -2.40853 -1.58908 2.09013 0.038
H -1.37978 -3.07880 1.59123 0.010
```

(3)
ORCA calculation (the ωB97M-V functional and the def2-TZVPD basis) on the molecule C10H18O4 at a distorted geometry.

Values from the calculation:
Net charge: 0
HOMO energy, hartree: -0.3689
HOMO-LUMO gap, eV: 10.71
SMILES string: O=C(O)CCCCCCCCC(=O)O
Electronic energy, eV: -18852.6736

Geometry as XYZ:
```
32
Properties=species:S:1:pos:R:3:lowdin_charge:R:1
O 0.28649 -1.61265 1.18486 0.083
C -0.27479 -2.00802 0.19912 -0.497
O 0.42063 -2.35692 -0.92985 0.098
C -1.77210 -2.10906 0.08958 -0.102
C -2.37227 -0.97681 -0.71008 -0.185
C -2.68522 0.31939 0.13507 -0.196
C -1.48594 1.09778 0.63111 -0.214
C -0.77566 1.96073 -0.42685 -0.182
C 0.70799 2.12786 -0.06734 -0.193
C 1.55944 0.92256 -0.51549 -0.188
C 2.63151 0.73671 0.52493 -0.135
C 3.44613 -0.46129 0.09303 -0.506
O 4.43657 -0.45139 -0.58925 0.114
O 2.78164 -1.62871 0.38028 0.053
H 1.29679 -2.65798 -0.63354 0.115
H -2.17468 -2.23757 1.10394 0.135
H -1.96227 -3.06519 -0.48366 0.143
H -3.32044 -1.30595 -1.13434 0.106
H -1.75752 -0.63875 -1.59008 0.127
H -3.27845 -0.09372 0.96902 0.111
H -3.34441 0.97097 -0.46400 0.114
H -1.78680 1.69194 1.47743 0.110
H -0.82542 0.35568 1.08331 0.091
H -0.93006 1.51624 -1.39396 0.099
H -1.30440 2.90169 -0.44048 0.104
H 0.80725 2.15913 1.00610 0.094
H 1.20754 3.06545 -0.36187 0.120
H 2.00660 1.07871 -1.52194 0.141
H 0.93704 -0.03525 -0.59376 0.111
H 3.34171 1.59389 0.55096 0.140
H 2.23738 0.57923 1.58943 0.153
H 1.94573 -1.43869 0.83831 0.032
```

(4)
ORCA calculation (the ωB97M-V functional and the def2-TZVPD basis) on the molecule C10H18O6S at a distorted geometry.

Values from the calculation:
Net charge: 0
HOMO energy, hartree: -0.3767
HOMO-LUMO gap, eV: 10.51
SMILES string: CC(=O)OCCCC[C@H]1CCS(=O)(=O)O[C@@H]1O
Electronic energy, eV: -33781.6130

Geometry as XYZ:
```
35
Properties=species:S:1:pos:R:3:lowdin_charge:R:1
C -2.56613 2.07684 3.27219 0.022
C -2.48147 2.08835 1.77428 -0.500
O -3.32400 2.60007 1.04120 0.098
O -1.37785 1.43840 1.32895 -0.022
C -0.78634 1.98331 0.14807 -0.162
C 0.73523 1.94132 0.24107 -0.155
C 1.30192 0.79654 1.08843 -0.176
C 0.74202 -0.60279 0.82807 -0.144
C 1.41306 -1.41093 -0.30326 -0.251
C 0.57770 -2.68573 -0.55334 -0.143
C -0.15535 -2.71088 -1.89953 -0.196
S -0.70818 -1.11408 -2.44907 0.646
O -1.84601 -0.76652 -1.64963 -0.262
O -0.95746 -1.12752 -3.85358 -0.252
O 0.50008 -0.09498 -2.15662 -0.136
C 1.65884 -0.63828 -1.57213 -0.411
O 2.34194 -1.38143 -2.55101 0.039
H -3.51071 2.46874 3.60759 0.084
H -1.71702 2.61625 3.67583 0.088
H -2.42925 1.04726 3.58977 0.088
H -1.12110 1.48862 -0.75468 0.104
H -1.09683 3.01649 0.04341 0.125
H 1.17214 1.98266 -0.74775 0.101
H 1.04660 2.86514 0.72469 0.112
H 2.37839 0.75227 0.92027 0.113
H 1.16708 1.06096 2.12966 0.108
H -0.33162 -0.61431 0.67446 0.106
H 0.92334 -1.18223 1.72919 0.122
H 2.37612 -1.75425 0.06251 0.147
H 1.21328 -3.56303 -0.50721 0.118
H -0.15144 -2.79098 0.23973 0.114
H -1.02469 -3.35154 -1.91458 0.115
H 0.53388 -3.05615 -2.66084 0.101
H 2.28600 0.21295 -1.32015 0.148
H 3.21783 -1.59054 -2.22600 0.111
```

(5)
ORCA calculation (the ωB97M-V functional and the def2-TZVPD basis) on a cluster of 2 separate species, C10H18Si in total at a distorted geometry.

Values from the calculation:
Net charge: 0
HOMO energy (spin up / spin down), hartree: -0.2469 / -0.2653
HOMO-LUMO gap (spin up / spin down), eV: 7.53 / 6.63
Electronic energy, eV: -18535.9013

Geometry as XYZ:
```
29
Properties=species:S:1:pos:R:3:lowdin_charge:R:1
C 0.34988 -2.86872 0.61317 -0.236
C 0.99655 -2.44769 -0.57984 -0.247
C -0.71741 -2.12085 1.04156 -0.201
C 0.49100 -1.33138 -1.19216 -0.214
C -2.22093 1.35495 1.21240 -0.137
C -3.34719 0.54412 -0.87408 -0.145
C 2.22535 1.69644 -1.09098 -0.138
C 2.85793 0.03945 0.78501 -0.135
C -2.00437 0.80667 -0.19639 -0.512
C 1.97843 1.09659 0.24094 -0.215
Si -0.91084 -0.74829 -0.15631 0.886
H 0.68947 -3.74652 1.14247 0.094
H 1.84105 -2.99369 -0.97178 0.096
H -1.27105 -2.36105 1.93209 0.035
H 0.89232 -0.93913 -2.10974 0.044
H -1.27426 1.59029 1.69083 0.061
H -2.81906 2.26624 1.17453 0.078
H -2.74832 0.63337 1.83165 0.076
H -3.20787 0.13003 -1.86993 0.068
H -3.91373 1.46950 -0.96468 0.076
H -3.93927 -0.15836 -0.29079 0.076
H 2.90928 2.55448 -1.02284 0.077
H 2.68147 0.97129 -1.76228 0.067
H 1.30343 2.06550 -1.54071 0.063
H 3.36043 -0.49440 -0.01781 0.071
H 2.28844 -0.68294 1.37157 0.064
H 3.62642 0.45789 1.44942 0.078
H -1.47593 1.56931 -0.77861 0.095
H 1.35878 1.64690 0.93328 0.075
```

(6)
ORCA calculation (the ωB97M-V functional and the def2-TZVPD basis) on the molecule C10H18Si at a distorted geometry.

Values from the calculation:
Net charge: 0
HOMO energy, hartree: -0.3384
HOMO-LUMO gap, eV: 10.16
SMILES string: C=C[Si]1(C=C)CCCC1(C)C
Electronic energy, eV: -18536.9422

Geometry as XYZ:
```
29
Properties=species:S:1:pos:R:3:lowdin_charge:R:1
C 3.10746 1.51525 0.08872 -0.088
C 1.93783 1.25119 0.62992 -0.232
Si 0.64450 -0.10802 -0.01960 0.784
C 1.36023 -1.70869 0.77057 -0.237
C 2.25629 -2.41360 0.17550 -0.078
C 0.26476 -0.08262 -1.91858 -0.215
C -1.31141 0.09407 -2.00383 -0.228
C -1.73098 0.89802 -0.74705 -0.236
C -1.26896 0.21241 0.55096 -0.512
C -2.12175 -1.04200 0.75676 -0.092
C -1.21725 1.23002 1.79067 -0.064
H 3.63877 2.34294 0.53151 0.046
H 3.29535 1.02244 -0.92029 0.074
H 1.71880 1.76312 1.54892 0.035
H 0.98561 -2.15333 1.68978 0.056
H 2.51277 -3.35388 0.61472 0.059
H 2.44709 -2.00087 -0.74592 0.016
H 0.57897 -1.00160 -2.30572 0.030
H 0.76746 0.81491 -2.36898 0.085
H -1.70298 -0.93672 -2.08465 0.104
H -1.59593 0.59533 -2.91346 0.091
H -1.25355 1.96469 -0.77794 0.148
H -2.75650 1.04380 -0.88042 0.085
H -1.73115 -1.78156 1.47025 0.074
H -2.22516 -1.65627 -0.03003 0.015
H -3.17680 -0.84083 1.14642 0.110
H -0.72271 0.76150 2.60543 0.061
H -2.19718 1.60212 1.94058 0.063
H -0.50358 1.96817 1.40577 0.044
```